A cluster of 8 separate species, C28H68F6N4O13P in total at a distorted geometry. Source: OMol25; level of theory: the ωB97M-V functional and the def2-TZVPD basis.

XYZ file:
```
120
Properties=species:S:1:pos:R:3:lowdin_charge:R:1
P 1.018 0.034 -0.080 0.113
F 1.917 -0.841 -1.054 -0.138
F 2.376 0.586 0.577 -0.148
F 0.939 1.214 -1.154 -0.144
F 0.103 0.896 0.930 -0.159
F -0.319 -0.537 -0.818 -0.182
F 0.991 -1.169 0.996 -0.156
C 5.957 0.223 -1.460 -0.073
C 5.166 -0.015 -2.744 -0.441
C 4.953 -1.474 -2.967 -0.245
O 4.021 -1.712 -3.985 -0.165
C 4.284 -2.884 -4.716 -0.123
N 3.871 0.705 -2.731 0.050
H 6.702 -0.571 -1.267 0.073
H 5.268 0.157 -0.608 0.076
H 6.436 1.199 -1.436 0.067
H 5.677 0.462 -3.592 0.135
H 4.730 -1.990 -2.021 0.135
H 5.955 -1.818 -3.295 0.120
H 5.326 -2.900 -5.127 0.085
H 3.693 -2.854 -5.634 0.073
H 4.142 -3.762 -4.076 0.090
H 3.457 0.499 -1.804 0.043
H 3.966 1.720 -2.688 0.062
C -4.849 -4.251 5.648 -0.085
C -3.657 -3.439 5.371 -0.448
C -3.836 -2.373 4.334 -0.286
O -3.911 -2.975 3.149 -0.179
C -2.741 -2.747 2.307 -0.037
N -3.110 -2.899 6.632 0.051
H -4.557 -5.018 6.370 0.076
H -5.188 -4.710 4.717 0.081
H -5.660 -3.699 6.127 0.080
H -2.887 -4.133 5.012 0.146
H -2.947 -1.733 4.342 0.124
H -4.753 -1.805 4.445 0.136
H -2.793 -1.762 1.829 0.078
H -2.784 -3.497 1.515 0.086
H -1.797 -2.854 2.853 0.093
H -3.044 -1.883 6.600 0.071
H -2.208 -3.229 6.856 0.011
C -0.644 3.704 -3.456 -0.066
C -0.106 2.369 -4.042 -0.367
C -0.581 2.175 -5.448 -0.265
O -0.270 0.889 -5.851 -0.162
C -0.586 0.697 -7.147 -0.160
N 1.455 2.302 -4.040 0.055
H -0.231 3.901 -2.466 0.048
H -1.745 3.719 -3.352 0.075
H -0.349 4.549 -4.099 0.074
H -0.417 1.523 -3.407 0.128
H -0.085 2.922 -6.102 0.126
H -1.674 2.319 -5.546 0.133
H 0.093 -0.055 -7.533 0.088
H -0.433 1.610 -7.751 0.087
H -1.635 0.394 -7.265 0.091
H 1.825 2.767 -4.881 0.060
H 1.803 2.878 -3.276 0.043
C -0.354 -3.833 -2.437 -0.065
C 0.570 -3.174 -3.462 -0.397
C 0.422 -3.746 -4.814 -0.301
O 1.285 -3.154 -5.687 -0.182
C 1.209 -3.778 -6.947 -0.124
N 0.349 -1.646 -3.522 0.083
H -1.410 -3.726 -2.715 0.078
H -0.208 -3.344 -1.474 0.068
H -0.128 -4.905 -2.326 0.073
H 1.624 -3.247 -3.137 0.134
H -0.623 -3.718 -5.201 0.132
H 0.615 -4.848 -4.796 0.132
H 1.704 -3.192 -7.721 0.082
H 0.141 -3.844 -7.290 0.093
H 1.611 -4.808 -6.946 0.089
H 0.102 -1.380 -2.567 0.021
H -0.404 -1.513 -4.195 0.056
C -6.701 1.804 -0.957 -0.073
C -6.551 2.687 0.230 -0.216
O -6.224 1.935 1.438 0.046
C -4.976 1.591 1.664 -0.666
O -4.670 0.985 2.610 0.174
O -4.150 2.029 0.701 -0.033
C -2.807 1.480 0.690 -0.017
H -7.358 0.961 -0.748 0.084
H -5.744 1.356 -1.236 0.080
H -7.095 2.374 -1.801 0.082
H -7.520 3.131 0.501 0.122
H -5.903 3.557 0.109 0.124
H -2.821 0.397 0.654 0.086
H -2.209 1.807 1.540 0.086
H -2.304 1.876 -0.187 0.086
C 0.177 3.917 0.605 -0.073
C 0.529 4.465 1.929 -0.200
O 1.817 5.106 1.813 0.062
C 2.323 5.519 2.942 -0.626
O 1.743 5.616 3.977 0.133
O 3.623 5.846 2.738 -0.004
C 4.367 6.327 3.839 -0.063
H 0.934 3.351 0.080 0.071
H -0.099 4.732 -0.092 0.084
H -0.747 3.353 0.622 0.054
H 0.597 3.691 2.701 0.128
H -0.208 5.177 2.310 0.130
H 3.718 6.754 4.606 0.089
H 5.073 7.068 3.474 0.087
H 4.956 5.529 4.308 0.095
C -0.125 -2.363 7.979 -0.063
C 1.296 -1.840 7.816 -0.255
O 1.494 -0.810 6.944 0.049
C 1.230 -0.903 5.655 -0.673
O 0.695 -1.777 5.111 0.181
O 1.730 0.172 5.116 0.022
C 1.685 0.411 3.704 -0.022
H -0.010 -3.270 8.570 0.086
H -0.441 -2.625 6.987 0.038
H -0.749 -1.609 8.442 0.085
H 1.875 -2.688 7.430 0.129
H 1.734 -1.577 8.767 0.119
H 2.138 1.377 3.531 0.088
H 0.655 0.445 3.340 0.088
H 2.195 -0.334 3.097 0.088
```

As for the HOMO energy: -5.79 eV. As for the charge: -1. The frontier orbital gap is 8.190 eV. The value obtained for the LUMO energy is 2.41 eV. The calculation puts the total energy at -3245.5408 Eh. The value obtained for the largest force on an atom is 4.8 eV/Å.

A cluster of 9 separate species, C28H70BBr2F3O8 in total. Source: OMol25; level of theory: the ωB97M-V functional and the def2-TZVPD basis.

XYZ file:
```
112
Properties=species:S:1:pos:R:3:lowdin_charge:R:1
B 2.902 -5.133 9.333 0.007
C 4.325 -5.204 9.965 -0.218
C 5.487 -4.482 9.256 -0.239
C 5.766 -3.052 9.674 -0.826
F 6.879 -2.626 9.009 -0.004
Br 4.312 -1.865 9.184 0.898
C 6.069 -2.811 11.172 -0.948
F 6.635 -1.616 11.329 0.054
F 4.941 -2.833 11.902 0.009
Br 7.259 -4.151 11.931 0.849
H 2.592 -4.295 8.549 0.009
H 2.102 -5.960 9.648 0.026
H 4.593 -6.263 10.079 0.105
H 4.240 -4.855 11.008 0.099
H 6.430 -5.010 9.434 0.090
H 5.334 -4.455 8.173 0.125
C 2.867 -0.270 5.769 -0.055
C 2.884 -1.653 5.140 -0.492
C 2.127 -1.672 3.826 -0.051
O 2.362 -2.627 6.049 -0.077
H 1.832 0.023 5.966 0.057
H 3.415 -0.261 6.711 0.040
H 3.308 0.472 5.101 0.084
H 3.919 -1.966 4.980 0.138
H 1.083 -1.394 4.008 0.078
H 2.149 -2.665 3.378 0.083
H 2.544 -0.966 3.107 0.060
H 1.436 -2.403 6.202 0.079
C 2.895 -1.480 -1.355 -0.053
C 2.380 -0.381 -0.444 -0.499
C 2.391 0.978 -1.122 -0.051
O 3.107 -0.340 0.787 -0.065
H 3.930 -1.279 -1.649 0.080
H 2.859 -2.444 -0.848 0.081
H 2.291 -1.543 -2.261 0.073
H 1.361 -0.624 -0.144 0.116
H 3.412 1.254 -1.407 0.082
H 2.004 1.744 -0.449 0.071
H 1.780 0.968 -2.027 0.070
H 4.032 -0.148 0.592 0.087
C -1.455 0.977 -2.415 -0.050
C -1.038 -0.460 -2.639 -0.487
C -2.113 -1.278 -3.333 -0.056
O -0.663 -1.051 -1.390 -0.061
H -2.324 1.026 -1.751 0.075
H -0.643 1.530 -1.942 0.068
H -1.698 1.475 -3.353 0.068
H -0.123 -0.487 -3.238 0.131
H -3.026 -1.291 -2.730 0.090
H -1.784 -2.307 -3.484 0.084
H -2.366 -0.835 -4.298 0.056
H -1.441 -1.016 -0.820 0.087
C -1.574 3.682 -6.579 -0.054
C -0.315 3.628 -5.733 -0.496
C 0.913 4.090 -6.499 -0.060
O -0.122 2.312 -5.209 -0.066
H -1.472 3.009 -7.435 0.067
H -2.442 3.361 -6.002 0.085
H -1.765 4.685 -6.963 0.085
H -0.442 4.252 -4.845 0.138
H 1.072 3.451 -7.373 0.081
H 1.800 4.040 -5.868 0.078
H 0.791 5.115 -6.853 0.080
H -0.018 1.717 -5.962 0.085
C -2.750 2.047 2.862 -0.058
C -2.179 1.677 1.505 -0.497
C -0.700 2.007 1.389 -0.046
O -2.927 2.278 0.445 -0.061
H -2.651 3.124 3.031 0.084
H -3.807 1.786 2.918 0.081
H -2.218 1.530 3.662 0.059
H -2.316 0.604 1.342 0.134
H -0.543 3.083 1.512 0.086
H -0.319 1.709 0.413 0.052
H -0.124 1.491 2.158 0.083
H -2.857 3.236 0.527 0.090
C -4.170 -1.923 -6.394 -0.058
C -3.232 -1.670 -7.561 -0.501
C -2.531 -2.937 -8.021 -0.058
O -2.285 -0.646 -7.251 -0.068
H -3.613 -2.316 -5.539 0.063
H -4.661 -0.999 -6.090 0.084
H -4.935 -2.655 -6.660 0.082
H -3.801 -1.250 -8.395 0.131
H -1.928 -3.350 -7.206 0.082
H -1.873 -2.727 -8.864 0.079
H -3.253 -3.697 -8.321 0.080
H -1.741 -0.953 -6.516 0.072
C -2.538 1.534 7.021 -0.056
C -1.625 0.339 6.807 -0.499
C -0.806 0.012 8.044 -0.056
O -0.780 0.538 5.673 -0.074
H -1.945 2.422 7.261 0.084
H -3.118 1.739 6.122 0.069
H -3.227 1.358 7.849 0.082
H -2.229 -0.530 6.533 0.139
H -0.166 0.859 8.308 0.085
H -0.168 -0.855 7.868 0.070
H -1.450 -0.201 8.898 0.082
H -0.217 1.301 5.852 0.086
C -3.019 3.472 -11.512 -0.061
C -3.025 3.237 -10.012 -0.512
C -3.601 1.884 -9.632 -0.062
O -3.706 4.292 -9.332 -0.056
H -4.042 3.451 -11.900 0.081
H -2.583 4.443 -11.745 0.079
H -2.449 2.698 -12.029 0.080
H -2.002 3.303 -9.633 0.122
H -4.638 1.804 -9.973 0.083
H -3.580 1.750 -8.550 0.070
H -3.030 1.072 -10.086 0.082
H -4.625 4.290 -9.625 0.087
```

As for the HOMO energy: -9.86 eV. The frontier orbital gap is 10.315 eV. The value obtained for the LUMO energy is 0.46 eV. The calculation puts the total energy at -7183.1777 Eh. The structure (SMILES) is BCC[C@@](F)(Br)C(F)(F)Br.CC(C)O.CC(C)O.CC(C)O.CC(C)O.CC(C)O.CC(C)O.CC(C)O.CC(C)O. The value obtained for the largest force on an atom is 0.2 eV/Å.

Q: Among the records above, which one has the highest LUMO?
A: C28H68F6N4O13P

Q: Which formula does entry 1 have?
A: C28H68F6N4O13P

Q: What is the formula in the first record?
A: C28H68F6N4O13P